{"formula": "C36H26AsBrDyF4I2N3O2PS4", "method": "ωB97M-V/def2-TZVPD", "species": ["Dy", "F", "C", "C", "F", "C", "F", "C", "P", "C", "C", "C", "C", "C", "C", "C", "C", "C", "C", "C", "C", "C", "Br", "C", "F", "H", "H", "H", "H", "H", "H", "H", "H", "H", "H", "N", "C", "C", "C", "C", "C", "N", "C", "C", "C", "C", "C", "N", "H", "H", "H", "H", "H", "H", "H", "H", "H", "S", "As", "S", "S", "S", "C", "C", "O", "C", "C", "C", "C", "C", "C", "O", "H", "H", "H", "H", "H", "H", "H", "I", "I"], "coordinates": [[-1.292, -0.760, -1.178], [-1.954, 6.667, 1.387], [-1.540, 5.401, 1.339], [-0.771, 4.895, 2.360], [-0.438, 5.681, 3.387], [-0.338, 3.591, 2.297], [0.433, 3.196, 3.321], [-0.669, 2.745, 1.242], [0.014, 1.032, 1.115], [-0.322, 0.375, 2.798], [0.572, -0.446, 3.481], [0.235, -0.997, 4.714], [-1.012, -0.752, 5.273], [-1.920, 0.047, 4.589], [-1.576, 0.606, 3.365], [1.817, 1.421, 1.113], [2.407, 1.491, -0.147], [3.752, 1.826, -0.286], [4.530, 2.075, 0.834], [3.955, 1.993, 2.099], [2.611, 1.674, 2.238], [-1.473, 3.277, 0.231], [-2.303, 2.202, -1.106], [-1.886, 4.591, 0.283], [-2.656, 5.131, -0.666], [1.547, -0.653, 3.059], [0.952, -1.620, 5.239], [-1.279, -1.188, 6.230], [-2.904, 0.236, 5.004], [-2.303, 1.215, 2.838], [1.801, 1.266, -1.015], [4.192, 1.872, -1.276], [5.580, 2.328, 0.729], [4.555, 2.189, 2.983], [2.183, 1.637, 3.231], [0.760, -2.975, 1.736], [1.514, -2.431, 0.713], [2.902, -2.473, 0.922], [3.758, -2.007, -0.045], [3.231, -1.538, -1.236], [1.866, -1.505, -1.345], [0.991, -1.871, -0.379], [-0.574, -3.390, 1.874], [-0.915, -3.908, 3.131], [-2.182, -4.407, 3.306], [-3.066, -4.382, 2.231], [-2.636, -3.821, 1.049], [-1.404, -3.309, 0.859], [1.325, -3.237, 2.521], [3.281, -2.905, 1.843], [4.831, -2.042, 0.116], [3.847, -1.221, -2.069], [1.425, -1.146, -2.261], [-0.190, -3.909, 3.938], [-2.479, -4.808, 4.268], [-4.081, -4.753, 2.305], [-3.298, -3.756, 0.198], [-6.180, -1.858, -0.574], [-4.304, -1.090, -1.077], [-3.110, -0.586, 0.702], [-3.499, -2.936, -2.216], [-4.257, 0.517, -2.466], [-2.225, -0.671, -5.669], [-1.405, -0.244, -4.489], [-1.704, -0.729, -3.408], [-0.305, 0.708, -4.612], [0.050, 1.223, -5.872], [1.063, 2.141, -6.025], [1.736, 2.571, -4.872], [1.413, 2.082, -3.626], [0.390, 1.112, -3.454], [0.136, 0.656, -2.260], [-3.071, -1.234, -5.287], [-1.619, -1.304, -6.326], [-2.572, 0.191, -6.244], [-0.493, 0.880, -6.745], [1.326, 2.525, -7.001], [2.526, 3.311, -4.958], [1.930, 2.442, -2.748], [-1.066, -3.576, -2.541], [1.834, -4.585, -3.010]], "multiplicity": 6, "lumo_energy_ev": [1.862, 1.868], "e_homo_ev": [-4.840, -4.841], "charge": -1, "orbital_gap_ev": [6.7, 6.7], "s_squared": 9.342}

=====

{"formula": "C21H46N3O2PtSSbSi4", "method": "ωB97M-V/def2-TZVPD", "species": ["Pt", "C", "C", "N", "O", "C", "C", "N", "O", "H", "H", "H", "H", "H", "H", "H", "C", "Si", "C", "C", "C", "C", "C", "C", "N", "C", "S", "H", "H", "H", "H", "H", "H", "H", "H", "H", "H", "H", "H", "C", "Si", "C", "C", "Sb", "Si", "C", "C", "C", "Si", "C", "C", "C", "H", "H", "H", "H", "H", "H", "H", "H", "H", "H", "H", "H", "H", "H", "H", "H", "H", "H", "H", "H", "H", "H", "H", "H", "H", "H", "H"], "coordinates": [[-0.193, -0.574, -0.329], [1.795, -0.151, 3.509], [1.336, -0.137, 2.080], [0.065, -0.432, 1.774], [-0.735, -1.016, 2.765], [2.182, 0.144, 0.994], [3.572, 0.704, 1.050], [1.712, -0.178, -0.214], [2.447, -0.014, -1.294], [1.020, 0.270, 4.151], [2.694, 0.446, 3.621], [2.022, -1.166, 3.853], [-0.167, -1.440, 3.429], [3.841, 1.068, 2.035], [3.632, 1.527, 0.334], [4.298, -0.046, 0.730], [-7.346, 0.518, 0.340], [-5.539, 1.142, 0.278], [-5.355, 2.246, -1.266], [-5.190, 2.077, 1.900], [-4.360, -0.344, 0.168], [-4.812, -1.643, 0.301], [-3.943, -2.726, 0.183], [-2.620, -2.470, -0.097], [-2.156, -1.232, -0.230], [-2.980, -0.178, -0.066], [-2.187, 1.332, -0.181], [-8.019, 1.369, 0.380], [-7.543, -0.087, 1.219], [-7.620, -0.069, -0.532], [-6.088, 3.048, -1.261], [-5.490, 1.679, -2.182], [-4.369, 2.694, -1.300], [-5.778, 2.986, 1.977], [-4.143, 2.352, 1.967], [-5.424, 1.457, 2.761], [-5.856, -1.823, 0.504], [-4.290, -3.740, 0.297], [-1.899, -3.269, -0.222], [-1.921, 0.531, -6.080], [-2.047, 0.674, -4.178], [-3.496, -0.446, -3.636], [-2.346, 2.510, -3.753], [0.080, -0.024, -2.813], [2.038, 1.539, -3.591], [1.928, 3.141, -2.548], [3.794, 0.787, -3.694], [1.591, 1.948, -5.416], [0.800, -2.354, -3.674], [2.622, -2.769, -3.290], [0.486, -2.445, -5.560], [-0.366, -3.587, -2.775], [-2.820, 0.933, -6.537], [-1.821, -0.498, -6.405], [-1.079, 1.089, -6.472], [-4.428, -0.150, -4.108], [-3.645, -0.399, -2.562], [-3.310, -1.483, -3.903], [-3.342, 2.841, -4.032], [-1.634, 3.151, -4.264], [-2.230, 2.669, -2.686], [2.148, 2.928, -1.508], [0.927, 3.564, -2.594], [2.628, 3.897, -2.892], [4.006, 0.227, -2.794], [4.544, 1.565, -3.792], [3.890, 0.120, -4.544], [0.706, 2.570, -5.491], [1.414, 1.044, -5.990], [2.406, 2.482, -5.894], [3.280, -2.449, -4.092], [2.773, -3.835, -3.139], [2.933, -2.250, -2.388], [0.906, -1.586, -6.073], [-0.575, -2.479, -5.784], [0.940, -3.335, -5.982], [-0.007, -3.763, -1.762], [-0.433, -4.549, -3.277], [-1.372, -3.178, -2.705]], "multiplicity": 3, "lumo_energy_ev": [0.436, -1.674], "e_homo_ev": [-5.350, -7.114], "orbital_gap_ev": [5.8, 5.4], "s_squared": 2.027}

=====

{"formula": "C2H3Cl3N2", "method": "ωB97M-V/def2-TZVPD", "species": ["Cl", "N", "N", "Cl", "C", "C", "H", "H", "Cl", "H"], "coordinates": [[-1.693, -1.402, -0.698], [-1.653, 0.223, -0.458], [-2.244, 0.731, 0.434], [-3.226, -0.159, 1.552], [1.886, 0.824, -0.987], [0.829, 1.243, -0.585], [2.832, 0.663, -1.461], [0.018, 1.744, -0.228], [0.937, -1.861, 1.373], [2.313, -2.006, 1.058]], "lumo_energy_ev": 0.027, "e_homo_ev": -10.232, "orbital_gap_ev": 10.3}

=====

{"formula": "C12H17ClF5INOPS", "method": "ωB97M-V/def2-TZVPD", "species": ["C", "C", "Cl", "C", "C", "C", "O", "N", "C", "I", "P", "S", "C", "C", "C", "C", "C", "F", "F", "C", "F", "F", "F", "H", "H", "H", "H", "H", "H", "H", "H", "H", "H", "H", "H", "H", "H", "H", "H", "H"], "coordinates": [[3.279, 1.149, 0.778], [3.240, 1.183, -0.760], [4.667, 0.248, -1.357], [1.959, 0.618, -1.422], [1.053, -0.224, -0.532], [1.688, -1.536, -0.018], [2.319, -1.728, 0.931], [1.320, -2.617, -0.962], [-0.133, -2.329, -1.123], [-1.156, -3.563, -2.551], [-0.804, -2.915, 0.566], [-2.699, -3.375, 0.598], [-0.117, -0.820, -1.390], [-1.416, -0.031, -1.527], [-2.120, 0.149, -0.153], [-2.517, 1.614, 0.144], [-2.046, 2.144, 1.470], [-2.831, 3.194, 1.782], [-0.803, 2.616, 1.433], [-2.157, 1.155, 2.659], [-2.301, 1.814, 3.778], [-3.161, 0.355, 2.555], [-1.024, 0.492, 2.774], [3.807, 0.269, 1.113], [2.311, 1.276, 1.248], [3.885, 1.994, 1.099], [3.352, 2.216, -1.057], [1.435, 1.445, -1.896], [2.284, -0.031, -2.234], [0.569, 0.416, 0.205], [1.731, -2.244, -1.829], [-0.588, -1.897, 1.521], [0.014, -3.986, 0.977], [0.307, -0.773, -2.405], [-1.238, 0.932, -1.999], [-2.045, -0.581, -2.222], [-3.026, -0.436, -0.195], [-1.436, -0.222, 0.598], [-2.030, 2.236, -0.607], [-3.574, 1.795, 0.011]], "lumo_energy_ev": -0.307, "e_homo_ev": -8.680, "orbital_gap_ev": 8.4}

=====

{"formula": "C3H7BrS", "method": "ωB97M-V/def2-TZVPD", "species": ["C", "C", "Br", "H", "H", "H", "C", "S", "H", "H", "H", "H"], "coordinates": [[1.664, 1.673, 0.941], [1.795, 0.945, -0.149], [1.520, 1.682, -1.934], [1.895, 1.005, 1.871], [1.438, 2.684, 1.099], [2.091, -0.192, -0.262], [-3.281, -0.160, 0.668], [-1.467, -0.305, 0.898], [-3.752, -0.889, 1.294], [-3.435, -0.373, -0.500], [-3.541, 0.833, 0.855], [-1.076, -1.603, 1.216]], "lumo_energy_ev": 0.821, "e_homo_ev": -8.960, "orbital_gap_ev": 9.8}

=====

no.,total energy (eV),molar mass (g mol⁻¹)
1,-280993.03801,1338.99
2,-83219.04611,833.87
3,-42664.57860,161.42
4,-70591.54825,511.66
5,-84100.25884,155.06